Computed, not measured: a single C7H7NS2 molecule, with the ωB97M-V functional and the def2-TZVPD basis.

Element x y z (Å)
C  2.3209  0.3034  -0.3638
C  -0.0585  0.6296  -0.0812
C  -1.3166  1.2437  0.0072
C  -2.3648  0.3082  0.1056
C  -2.2718  -1.1815  0.0230
C  -1.0033  -1.6854  -0.3829
C  0.0716  -0.7342  -0.3965
H  2.8008  -0.4054  2.2665
H  2.9261  0.9277  -1.1211
H  1.3664  1.9790  0.2735
H  -1.5516  2.2713  0.1999
H  -3.2751  0.7061  0.5533
H  -3.2372  -1.6079  -0.2530
H  -0.8372  -2.8100  -0.6077
N  1.2526  1.2285  -0.3463
S  3.5110  0.0844  1.1715
S  1.6667  -1.2575  -1.0478

total charge	0
lowest unoccupied orbital energy	0.0272	Eh
highest occupied orbital energy	-0.2911	Ha
HOMO-LUMO gap	0.318	Ha
structure (SMILES)	S[C@@H]1Nc2ccccc2S1

Per-atom natural (NBO) charges, elementary charge units: number 1, C, carries -0.265; number 2, C, carries 0.127; number 3, C, carries -0.257; number 4, C, carries -0.181; number 5, C, carries -0.251; number 6, C, carries -0.196; number 7, C, carries -0.206; number 8, H, carries 0.146; number 9, H, carries 0.256; number 10, H, carries 0.388; number 11, H, carries 0.231; number 12, H, carries 0.207; number 13, H, carries 0.227; number 14, H, carries 0.232; number 15, N, carries -0.614; number 16, S, carries -0.142; number 17, S, carries 0.299

---

Computed, not measured: C31H47NO3P2STm as an isolated structure, with the ωB97M-V functional and the def2-TZVPD basis.

Element x y z (Å)
Tm  -0.9425  1.6154  1.2962
C  0.7234  1.1094  2.9974
C  1.4372  1.5012  1.8322
C  0.1052  3.2816  2.5101
C  -0.1226  2.1936  3.4068
C  1.0644  2.8634  1.5321
C  1.1862  0.0137  3.8717
H  1.7145  -0.7597  3.2933
H  0.3136  -0.4416  4.3430
H  1.8640  0.4103  4.6565
C  -0.8978  2.2389  4.6594
H  -1.3588  1.2559  4.8267
H  -1.7108  2.9615  4.5549
H  -0.2520  2.4268  5.5361
C  -0.6602  4.5425  2.4963
H  -1.0455  4.7778  3.5004
H  -1.5393  4.4195  1.8175
H  -0.0302  5.3622  2.1229
C  1.8279  3.6865  0.5803
H  2.7662  4.0726  1.0103
H  1.2382  4.5488  0.2611
H  2.0943  3.0484  -0.2672
C  2.7842  0.9511  1.5202
H  3.5644  1.4047  2.1770
H  3.0608  1.1608  0.4767
H  2.8248  -0.1188  1.7701
C  1.0025  -2.9472  0.1508
C  2.2115  -3.2727  0.5905
C  3.4265  -2.5327  0.1240
C  3.6964  -2.7117  -1.4131
C  3.4298  -1.4869  -2.2073
C  2.5720  -0.5049  -1.8470
C  1.3139  -0.6909  -1.0309
C  0.7126  -2.1195  -1.0560
H  4.3349  -2.8382  0.6787
H  3.1594  -3.5925  -1.7877
H  3.2545  -1.4384  0.2914
H  1.0877  -2.6578  -1.9295
H  0.0822  -3.1070  0.7496
H  2.4009  -4.1577  1.2301
H  -0.3828  -2.0761  -1.1923
H  1.3874  -0.2962  -0.0026
H  2.7271  0.5527  -2.1192
H  0.5644  -0.0371  -1.5111
H  4.7597  -2.9675  -1.5346
H  4.0707  -1.3567  -3.1077
P  -0.3986  -0.5157  -3.6819
P  -0.4091  2.6198  -3.7097
C  -0.6320  0.2983  -5.3703
C  -1.1722  1.7243  -5.1898
H  -1.3153  -0.3019  -6.0056
H  0.3333  0.2794  -5.9060
H  -1.0287  2.3062  -6.1227
H  -2.2594  1.7274  -5.0009
C  -0.9927  4.2359  -4.4129
H  -0.5410  5.0725  -3.8734
H  -2.0803  4.2839  -4.2917
H  -0.7617  4.3409  -5.4870
C  1.2981  2.7059  -4.4566
H  1.2929  2.8188  -5.5508
H  1.8821  1.8156  -4.2047
H  1.8216  3.5661  -4.0226
C  -2.0258  -1.3792  -3.6131
H  -2.2215  -1.5818  -2.5526
H  -2.0424  -2.3175  -4.1872
H  -2.8028  -0.7083  -3.9999
C  0.6561  -1.9250  -4.3262
H  1.0029  -1.7167  -5.3486
H  0.1172  -2.8825  -4.3195
H  1.5556  -2.0014  -3.7024
O  -3.3449  -0.8247  6.4021
S  -2.4317  -1.5674  5.5696
O  -1.3758  -2.3466  6.1744
N  -1.8102  -0.6141  4.3725
C  -2.2575  -0.8418  3.1457
O  -1.8942  -0.1252  2.1315
C  -3.1817  -1.9915  3.0863
C  -3.8509  -2.5950  1.9912
C  -4.6307  -3.7343  2.2510
C  -4.6920  -4.2772  3.5481
C  -4.0177  -3.6770  4.6172
C  -3.3031  -2.5218  4.3608
H  -3.7915  -2.1762  0.9896
H  -5.2159  -4.2159  1.4594
H  -5.2758  -5.1678  3.7472
H  -4.0236  -4.0759  5.6317

total charge	+1
lowest unoccupied orbital energy (spin up / spin down)	-0.1672 / -0.1654	Eh
highest occupied orbital energy (spin up / spin down)	-0.3929 / -0.3929	Ha
HOMO-LUMO gap (spin up / spin down)	0.226 / 0.227	Ha
spin multiplicity	3

Per-atom Löwdin charges, elementary charge units: number 1, Tm, carries 1.681; number 2, C, carries -0.298; number 3, C, carries -0.317; number 4, C, carries -0.356; number 5, C, carries -0.329; number 6, C, carries -0.339; number 7, C, carries 0.006; number 8, H, carries 0.090; number 9, H, carries 0.061; number 10, H, carries 0.126; number 11, C, carries -0.010; number 12, H, carries 0.053; number 13, H, carries 0.087; number 14, H, carries 0.121; number 15, C, carries -0.011; number 16, H, carries 0.101; number 17, H, carries 0.094; number 18, H, carries 0.104; number 19, C, carries -0.020; number 20, H, carries 0.114; number 21, H, carries 0.086; number 22, H, carries 0.082; number 23, C, carries -0.028; number 24, H, carries 0.128; number 25, H, carries 0.083; number 26, H, carries 0.069; number 27, C, carries -0.118; number 28, C, carries -0.110; number 29, C, carries -0.170; number 30, C, carries -0.175; number 31, C, carries -0.122; number 32, C, carries -0.139; number 33, C, carries -0.252; number 34, C, carries -0.201; number 35, H, carries 0.118; number 36, H, carries 0.121; number 37, H, carries 0.081; number 38, H, carries 0.087; number 39, H, carries 0.110; number 40, H, carries 0.117; number 41, H, carries 0.093; number 42, H, carries 0.071; number 43, H, carries 0.101; number 44, H, carries 0.009; number 45, H, carries 0.115; number 46, H, carries 0.122; number 47, P, carries 0.881; number 48, P, carries 0.793; number 49, C, carries -0.435; number 50, C, carries -0.468; number 51, H, carries 0.088; number 52, H, carries 0.069; number 53, H, carries 0.081; number 54, H, carries 0.071; number 55, C, carries -0.339; number 56, H, carries 0.028; number 57, H, carries 0.033; number 58, H, carries 0.045; number 59, C, carries -0.307; number 60, H, carries 0.053; number 61, H, carries 0.012; number 62, H, carries 0.033; number 63, C, carries -0.287; number 64, H, carries 0.012; number 65, H, carries 0.047; number 66, H, carries 0.036; number 67, C, carries -0.252; number 68, H, carries 0.042; number 69, H, carries 0.047; number 70, H, carries -0.009; number 71, O, carries -0.268; number 72, S, carries 0.677; number 73, O, carries -0.273; number 74, N, carries -0.064; number 75, C, carries -0.420; number 76, O, carries -0.175; number 77, C, carries -0.127; number 78, C, carries 0.008; number 79, C, carries -0.053; number 80, C, carries -0.044; number 81, C, carries -0.019; number 82, C, carries -0.223; number 83, H, carries 0.111; number 84, H, carries 0.114; number 85, H, carries 0.112; number 86, H, carries 0.132

---

Computed, not measured: C16H33BrCl2NO2PdSi3 as an isolated structure, with the ωB97M-V functional and the def2-TZVPD basis.

Element x y z (Å)
Pd  -0.3043  -0.0370  -0.3764
C  -0.7702  0.0052  2.7571
O  0.1692  -0.1485  1.6567
Si  1.8628  0.0338  1.8940
C  2.1646  1.6386  2.7495
C  2.5864  -1.3395  2.8713
C  2.0669  -0.0658  -0.0434
Si  2.2764  1.5691  -1.0195
C  2.6005  1.4725  -2.8251
C  1.1277  2.9635  -0.6346
C  3.9173  1.5690  -0.0181
Si  2.5983  -1.7890  -0.7646
C  4.3559  -2.0322  -0.1888
C  2.4908  -1.9167  -2.6115
C  1.3901  -3.0220  -0.0325
H  -0.4530  -0.6252  3.5867
H  -1.7498  -0.3279  2.4196
H  -0.8161  1.0478  3.0629
H  1.7093  1.5559  3.7413
H  1.7623  2.5245  2.2609
H  3.2289  1.7947  2.9398
H  2.2239  -1.2417  3.8988
H  3.6724  -1.2184  2.9267
H  2.3703  -2.3444  2.5194
H  1.7187  1.1573  -3.3776
H  3.4484  0.8424  -3.0872
H  2.8313  2.4885  -3.1630
H  0.3372  3.0086  -1.3876
H  1.6693  3.9125  -0.7143
H  0.6820  2.9338  0.3589
H  4.5376  0.6781  -0.0039
H  3.7825  1.9818  0.9730
H  4.3978  2.3056  -0.6848
H  5.0386  -1.2630  -0.5501
H  4.7214  -2.9690  -0.6236
H  4.4615  -2.1342  0.8904
H  3.1992  -1.2976  -3.1562
H  1.4729  -1.7340  -2.9734
H  2.7236  -2.9575  -2.8589
H  0.9647  -2.7707  0.9368
H  1.9316  -3.9664  0.0801
H  0.5871  -3.2123  -0.7473
O  -5.9213  -1.9469  0.4454
C  -4.6659  -1.6278  0.2742
C  -3.6224  -2.5550  0.0837
C  -2.3483  -2.0944  -0.0855
N  -2.0759  -0.7728  -0.0656
C  -3.0669  0.1349  0.1131
Br  -2.5451  1.9410  0.1123
C  -4.3611  -0.2522  0.2871
H  -6.1042  -2.8979  0.4293
H  -3.8115  -3.6201  0.0670
H  -1.5142  -2.7660  -0.2331
H  -5.1473  0.4765  0.4297
Cl  -1.1792  -0.0078  -2.6574
C  -0.4715  0.1242  -4.3927
Cl  -0.3874  1.7564  -4.9071
H  -1.2129  -0.4378  -4.9523
H  0.4969  -0.3638  -4.3490

total charge	+3
lowest unoccupied orbital energy (spin up / spin down)	-0.4586 / -0.4586	Eh
highest occupied orbital energy (spin up / spin down)	-0.6903 / -0.6903	Ha
HOMO-LUMO gap (spin up / spin down)	0.232 / 0.232	Ha

Per-atom natural (NBO) charges, elementary charge units: number 1, Pd, carries 0.974; number 2, C, carries -0.248; number 3, O, carries -0.917; number 4, Si, carries 2.009; number 5, C, carries -1.209; number 6, C, carries -1.214; number 7, C, carries -1.165; number 8, Si, carries 1.667; number 9, C, carries -1.155; number 10, C, carries -1.160; number 11, C, carries -0.897; number 12, Si, carries 1.649; number 13, C, carries -1.121; number 14, C, carries -1.134; number 15, C, carries -1.114; number 16, H, carries 0.225; number 17, H, carries 0.208; number 18, H, carries 0.217; number 19, H, carries 0.294; number 20, H, carries 0.262; number 21, H, carries 0.283; number 22, H, carries 0.292; number 23, H, carries 0.289; number 24, H, carries 0.271; number 25, H, carries 0.252; number 26, H, carries 0.274; number 27, H, carries 0.296; number 28, H, carries 0.278; number 29, H, carries 0.304; number 30, H, carries 0.257; number 31, H, carries 0.285; number 32, H, carries 0.272; number 33, H, carries 0.321; number 34, H, carries 0.251; number 35, H, carries 0.291; number 36, H, carries 0.260; number 37, H, carries 0.262; number 38, H, carries 0.224; number 39, H, carries 0.291; number 40, H, carries 0.244; number 41, H, carries 0.298; number 42, H, carries 0.243; number 43, O, carries -0.570; number 44, C, carries 0.445; number 45, C, carries -0.293; number 46, C, carries 0.061; number 47, N, carries -0.470; number 48, C, carries 0.124; number 49, Br, carries 0.204; number 50, C, carries -0.294; number 51, H, carries 0.525; number 52, H, carries 0.272; number 53, H, carries 0.246; number 54, H, carries 0.295; number 55, Cl, carries -0.053; number 56, C, carries -0.340; number 57, Cl, carries 0.130; number 58, H, carries 0.273; number 59, H, carries 0.238

---

Computed, not measured: a single C3H3ClO molecule, with the ωB97M-V functional and the def2-TZVPD basis.

Element x y z (Å)
C  0.1468  -0.0733  -0.2249
C  0.4094  -0.8563  -1.3280
C  -1.3096  0.1796  0.0359
H  1.5189  -1.1314  -1.6117
H  -0.3750  -1.5803  -1.8382
H  -1.7279  0.3846  1.1900
O  -2.1219  0.1998  -0.9165
Cl  1.2988  0.3075  1.0997

total charge	0
lowest unoccupied orbital energy	-0.0223	Eh
highest occupied orbital energy	-0.3731	Ha
HOMO-LUMO gap	0.351	Ha
structure (SMILES)	C=C(Cl)C=O

Per-atom natural (NBO) charges, elementary charge units: number 1, C, carries -0.163; number 2, C, carries -0.318; number 3, C, carries 0.365; number 4, H, carries 0.221; number 5, H, carries 0.255; number 6, H, carries 0.148; number 7, O, carries -0.511; number 8, Cl, carries 0.003